Entry 1:
Density functional theory data (ωB97M-V/def2-TZVPD) for a 2-piece molecular cluster, C5H10O overall at a distorted geometry.

```
16
Properties=species:S:1:pos:R:3
O -1.475 -1.192 -0.584
C -1.455 -0.162 0.381
C -0.903 1.094 -0.190
C -0.317 1.728 1.030
C -0.103 0.283 0.813
H -1.666 -2.025 -0.140
H -2.310 -0.194 1.055
H -1.079 1.542 -1.174
H -0.931 2.098 1.844
H 0.570 2.327 0.783
H 0.769 -0.320 1.069
C 1.788 -1.037 -0.983
H 1.819 -1.929 -0.345
H 1.987 -1.292 -2.022
H 2.508 -0.300 -0.607
H 0.798 -0.620 -0.927
```

Values from the calculation:
F_max   1.1 eV/Å
Gap between HOMO and LUMO   10.20 eV
Relative energy (zero: lowest compared OMol25 entry of this formula, charge and spin)   80.1 kcal per mole
Charge   0
LUMO   0.97 eV
SMILES   O[C@@H]1[C@H]2C[C@@H]12.C
HOMO level   -9.23 eV

---

Entry 2:
Density functional theory data (ωB97M-V/def2-TZVPD) for an isolated ion of composition C5H9N3O3P and charge -1 at a distorted geometry.

```
21
Properties=species:S:1:pos:R:3
N -0.907 1.224 1.543
C -1.631 0.332 0.647
C -1.030 0.373 -0.765
N 0.330 -0.071 -0.879
C 0.709 -1.358 -0.509
N 1.819 -1.844 -0.100
C 3.035 -1.382 0.511
C 3.423 -0.102 0.675
O 4.264 0.627 1.169
P 1.817 0.955 -0.340
O 1.448 2.376 -0.279
O 2.588 0.763 -1.782
H -0.786 2.237 1.377
H 0.079 1.054 1.450
H -2.704 0.578 0.598
H -1.566 -0.586 1.182
H -1.518 -0.262 -1.597
H -1.105 1.413 -1.086
H -0.080 -2.181 -0.877
H 3.429 -2.239 1.063
H 3.220 0.082 -1.541
```

Values from the calculation:
F_max   4.2 eV/Å
Gap between HOMO and LUMO   7.29 eV
Relative energy (zero: lowest compared OMol25 entry of this formula, charge and spin)   76.0 kcal per mole
Charge   -1
LUMO   3.67 eV
SMILES   NCCN1C=NC=C([O-])[P@@]1(=O)O
HOMO level   -3.62 eV

---

Entry 3:
Density functional theory data (ωB97M-V/def2-TZVPD) for C3HClN3OS2 as an isolated structure at a distorted geometry.

```
11
Properties=species:S:1:pos:R:3
C -0.566 0.409 -1.512
C -0.647 0.273 1.446
C 0.398 0.374 0.278
N -0.317 -0.830 -1.853
N 0.541 -1.454 -1.181
N 0.889 -0.848 -0.112
O -1.135 -0.839 1.593
S -0.867 1.834 2.114
S -1.445 1.628 -2.020
Cl 1.984 -1.724 0.878
H 1.166 1.177 0.370
```

Values from the calculation:
F_max   4.2 eV/Å
Gap between HOMO and LUMO   6.20 eV
Relative energy (zero: lowest compared OMol25 entry of this formula, charge and spin)   13.5 kcal per mole
Charge   -1
LUMO   2.22 eV
HOMO level   -3.98 eV

---

Entry 4:
Density functional theory data (ωB97M-V/def2-TZVPD) for C4H4N2O in the gas phase.

```
11
Properties=species:S:1:pos:R:3
N 1.568 -0.160 0.239
C 1.157 0.381 -0.915
C 0.494 -0.974 -0.491
C -0.779 -0.714 0.018
C -1.072 0.612 0.465
N -0.493 1.724 0.106
O 0.393 1.510 -0.977
H 1.311 0.269 1.135
H 0.812 -1.933 -0.878
H -1.537 -1.488 0.092
H -1.853 0.772 1.206
```

Values from the calculation:
F_max   0.5 eV/Å
Gap between HOMO and LUMO (spin up / spin down)   7.73 / 7.74 eV
Relative energy (zero: lowest compared OMol25 entry of this formula, charge and spin)   129.8 kcal per mole
Charge   0
LUMO (spin up / spin down)   -0.72 / -0.72 eV
HOMO level (spin up / spin down)   -8.45 / -8.45 eV

---

Entry 5:
Density functional theory data (ωB97M-V/def2-TZVPD) for C5H10O2 in the gas phase.

```
17
Properties=species:S:1:pos:R:3
C 2.373 0.972 -0.019
O 1.168 0.768 0.734
C 0.916 -0.467 1.116
C -0.555 -0.519 1.489
C -1.032 -0.965 0.078
C -1.512 0.203 -0.790
O -1.627 -0.157 -2.156
H 2.073 1.130 -1.060
H 3.000 0.081 0.066
H 2.872 1.866 0.363
H -0.107 -1.370 -0.366
H -0.730 -1.311 2.219
H -1.005 0.426 1.843
H -1.738 -1.806 0.081
H -2.508 0.539 -0.478
H -0.830 1.060 -0.658
H -0.759 -0.451 -2.463
```

Values from the calculation:
F_max   0.8 eV/Å
Gap between HOMO and LUMO   9.43 eV
Relative energy (zero: lowest compared OMol25 entry of this formula, charge and spin)   97.6 kcal per mole
Charge   0
LUMO   0.84 eV
HOMO level   -8.59 eV

---

Repeat the second record exactly.
Density functional theory data (ωB97M-V/def2-TZVPD) for an isolated ion of composition C5H9N3O3P and charge -1 at a distorted geometry.

```
21
Properties=species:S:1:pos:R:3
N -0.907 1.224 1.543
C -1.631 0.332 0.647
C -1.030 0.373 -0.765
N 0.330 -0.071 -0.879
C 0.709 -1.358 -0.509
N 1.819 -1.844 -0.100
C 3.035 -1.382 0.511
C 3.423 -0.102 0.675
O 4.264 0.627 1.169
P 1.817 0.955 -0.340
O 1.448 2.376 -0.279
O 2.588 0.763 -1.782
H -0.786 2.237 1.377
H 0.079 1.054 1.450
H -2.704 0.578 0.598
H -1.566 -0.586 1.182
H -1.518 -0.262 -1.597
H -1.105 1.413 -1.086
H -0.080 -2.181 -0.877
H 3.429 -2.239 1.063
H 3.220 0.082 -1.541
```

Values from the calculation:
F_max   4.2 eV/Å
Gap between HOMO and LUMO   7.29 eV
Relative energy (zero: lowest compared OMol25 entry of this formula, charge and spin)   76.0 kcal per mole
Charge   -1
LUMO   3.67 eV
SMILES   NCCN1C=NC=C([O-])[P@@]1(=O)O
HOMO level   -3.62 eV

---

What did the fourth record say?
Density functional theory data (ωB97M-V/def2-TZVPD) for C4H4N2O in the gas phase.

```
11
Properties=species:S:1:pos:R:3
N 1.568 -0.160 0.239
C 1.157 0.381 -0.915
C 0.494 -0.974 -0.491
C -0.779 -0.714 0.018
C -1.072 0.612 0.465
N -0.493 1.724 0.106
O 0.393 1.510 -0.977
H 1.311 0.269 1.135
H 0.812 -1.933 -0.878
H -1.537 -1.488 0.092
H -1.853 0.772 1.206
```

Values from the calculation:
F_max   0.5 eV/Å
Gap between HOMO and LUMO (spin up / spin down)   7.73 / 7.74 eV
Relative energy (zero: lowest compared OMol25 entry of this formula, charge and spin)   129.8 kcal per mole
Charge   0
LUMO (spin up / spin down)   -0.72 / -0.72 eV
HOMO level (spin up / spin down)   -8.45 / -8.45 eV